Computed, not measured: a cluster of 6 separate species, C12H36O12 in total at a distorted geometry, with wB97M-V/def2-TZVPD.

Computed properties:
- E_tot: -37584.3372 eV
- Energy relative to the best compared isomer or geometry (same formula, charge and spin): 1.67 kcal per mole
- 2S+1: 2
- Max |F|: 3.357 eV/A
- Total charge: +1

Geometry (Å):
O: 2.429 -0.482 0.532
H: -3.967 1.611 -0.961
H: 0.551 0.259 -2.147
C: 4.494 2.340 3.622
H: -0.744 -2.504 3.444
H: -5.138 -0.485 -1.281
H: -3.005 2.931 0.871
H: -0.127 -0.421 3.035
H: 1.042 -3.792 2.965
C: -0.773 -3.015 -3.563
H: -3.703 -1.440 0.788
H: -1.951 4.818 1.593
H: -0.288 3.469 -0.433
C: -3.665 -1.613 -0.287
H: 1.873 1.261 -0.304
H: -2.950 3.944 -1.211
H: 3.751 2.994 4.078
H: -2.249 -2.436 -5.152
O: -3.751 0.799 -0.496
H: -3.702 -0.400 -2.095
H: 1.650 -2.180 0.628
H: -1.038 -2.555 1.707
H: -0.583 -1.871 -6.495
H: 5.722 1.523 1.473
H: -1.457 2.295 -1.111
H: -0.255 -2.441 -2.794
C: 4.179 2.163 2.161
O: 4.870 1.117 1.650
C: 1.066 -2.882 2.365
C: 2.080 0.241 -0.628
H: 0.969 -1.324 -1.481
H: -0.053 -3.781 -3.848
O: -1.807 -3.760 -2.963
O: -1.587 3.994 1.926
C: -0.314 -2.269 2.470
H: -2.008 -3.319 -2.135
O: -2.046 4.244 -1.087
H: -4.240 -2.491 -0.584
O: -0.176 -0.899 2.204
H: 3.110 2.018 2.009
H: -1.828 -1.173 -0.372
H: -1.699 1.935 1.309
H: 5.683 3.715 4.020
H: -0.131 -0.335 0.494
H: 4.509 3.080 1.672
O: -2.314 -1.979 -0.564
C: -4.071 -0.410 -1.070
H: 4.395 1.348 4.062
H: -1.617 -1.185 -4.164
H: 1.854 -2.383 2.930
O: -0.352 -0.089 -0.407
H: 3.199 -0.091 0.952
O: 5.816 2.768 3.934
O: 1.521 -3.062 0.985
C: 0.780 -0.280 -1.228
O: -0.314 -1.743 -5.583
C: -1.323 -2.094 -4.689
H: 2.941 0.200 -1.295
C: -1.332 3.156 -0.453
C: -1.923 2.957 1.003

Forces on the atoms, in the same order (eV/Å):
-0.6887 -0.7098 0.0970
-0.3243 -0.5549 -0.4573
0.2897 0.0524 -0.1287
-0.6342 -0.9677 0.8875
-0.0575 0.3270 0.1745
-0.5334 0.0217 0.4965
-0.2988 0.0692 -0.0162
0.1580 0.2612 -0.0930
-0.0040 -0.9140 -0.9823
0.2315 -1.5648 2.9612
-0.6218 0.0709 0.0451
-0.0652 0.0595 -0.1954
-0.0226 -0.1037 0.1280
0.8142 -0.4626 -0.0073
0.1760 0.4229 -0.3605
-0.1113 0.1461 -0.0280
-0.0506 0.1171 0.1293
0.2260 -0.5230 -0.1395
1.0160 0.7589 1.9892
0.7165 -0.6772 -0.2439
0.4399 0.3933 0.2472
0.3425 -0.9802 -0.0286
-0.0984 -0.2514 -0.3721
0.5430 -0.8296 -0.2109
0.1822 -0.4414 0.5011
-0.2496 0.3839 -0.1249
-0.6775 2.2789 1.0834
1.2060 -1.6666 -1.3808
0.2825 -1.0389 -0.7584
-0.0833 0.8181 0.5869
-0.2936 -0.4625 0.0470
-0.0148 -0.0029 -1.3069
0.9381 0.7452 -1.8821
0.3676 -1.2004 -0.3246
0.6221 -0.2164 -0.3369
-0.5960 0.7021 1.6400
0.4382 -0.0213 0.1832
-0.3722 0.2509 0.2237
-0.5514 1.6800 0.4210
-0.1359 0.0676 0.1035
1.1714 0.3392 -0.2048
0.5774 0.3442 0.7626
0.7559 0.2521 0.1208
0.1976 -0.1300 1.0033
-0.4337 0.3812 -0.3571
-0.0925 -0.6507 -0.5760
-1.8571 0.3286 -2.0017
-0.1351 -0.0515 0.2289
0.1752 0.2130 0.6879
-0.2831 1.0062 -0.0789
0.0998 0.0770 -0.4941
0.4217 0.1025 0.0029
-0.6829 0.3931 -0.6290
-1.0080 -0.7707 1.5672
0.6092 0.1122 -0.1805
-0.6044 -0.3543 1.1576
-0.0800 1.0029 -2.0173
-0.3433 0.1742 -0.5722
-1.0516 0.9204 0.8043
0.0588 0.2729 -1.7907

Here are the natural (NBO) charges for atoms 1 to 8, given in e: -0.7623 0.4853 0.1845 -0.1006 0.1806 0.1727 0.1486 0.4910

Computed, not measured: a cluster of 16 separate species, C3H37B3F3IO19P2S in total at a distorted geometry, with wB97M-V/def2-TZVPD.

Computed properties:
- E_tot: -90317.6530 eV
- 2S+1: 1
- Max |F|: 1.256 eV/A
- Total charge: 0

Geometry (Å):
H: 3.920 -1.961 -2.623
H: -5.442 2.536 1.881
H: 3.680 7.419 -4.803
H: 3.981 -0.763 -0.617
O: 3.233 6.973 -5.529
H: -0.771 6.277 4.464
H: -0.556 5.198 2.047
H: 0.499 -4.031 3.121
F: 4.360 -2.274 1.720
O: -0.033 -1.683 0.634
O: -1.458 -3.388 1.440
H: 2.740 6.256 -5.112
H: 0.188 4.312 -0.162
H: 6.606 -2.358 2.293
H: -9.069 -6.420 -0.234
H: 0.289 4.012 2.450
O: -6.312 2.762 1.536
H: 1.175 0.767 1.600
H: 5.355 0.368 4.799
O: 0.441 3.773 -0.921
H: 6.648 -1.381 3.479
P: -4.140 -2.690 2.374
P: -0.836 1.077 0.795
F: 2.938 -1.089 2.779
I: -2.782 1.492 2.125
H: 2.862 -3.794 2.996
H: -6.164 2.926 0.599
H: -6.811 -3.622 -0.819
H: -0.486 4.854 4.918
H: 3.195 4.758 -6.544
O: -9.299 -6.260 -1.154
O: -0.490 4.242 1.929
O: 0.318 1.001 1.995
O: -7.526 -3.497 -1.454
O: 7.148 -2.081 3.036
O: -0.060 5.631 4.542
C: 0.830 -3.105 2.630
H: 3.988 1.714 -4.114
H: -7.097 -3.227 -2.275
H: 0.794 -2.319 3.403
H: -8.767 -5.491 -1.400
F: 2.622 -1.509 0.689
O: 2.305 3.990 -3.271
B: -2.526 -2.516 1.288
B: -1.132 -0.836 0.577
H: 4.968 0.374 -0.939
H: 4.754 -2.661 -3.688
H: 2.002 3.078 -3.182
O: 5.456 -0.520 4.445
B: -0.219 -2.746 1.522
H: 3.648 1.025 -2.778
C: 2.288 -3.321 2.186
O: 4.294 -0.194 -1.328
H: 1.391 3.891 -1.035
H: 2.366 -3.978 1.308
O: -2.381 -1.443 0.434
O: 3.897 -2.689 -3.253
O: 2.701 3.973 -6.283
H: -3.927 -1.699 3.346
H: -3.900 -3.847 3.132
H: -7.884 -3.398 -5.131
H: 4.608 -0.739 4.042
O: -7.610 -2.758 -4.468
S: -5.828 -2.583 1.398
H: 1.493 4.492 -3.409
H: -8.101 -1.955 -4.668
O: 3.260 1.493 -3.527
C: 3.041 -2.065 1.842
H: 3.064 3.723 -5.423

Forces on the atoms, in the same order (eV/Å):
0.0838 0.1120 -0.1566
-0.0681 0.0100 -0.0873
0.0163 -0.0121 -0.0394
-0.0520 0.1026 0.0889
-0.0177 -0.0967 0.0649
0.0407 0.0178 0.0775
-0.0641 -0.1133 0.1622
0.0732 0.2366 -0.0707
0.1087 -0.2625 -0.2581
-0.0836 0.3431 1.1163
-0.0920 0.4960 1.1502
-0.0326 0.0270 -0.0017
-0.0177 -0.2487 0.1581
0.0508 0.0172 0.0229
-0.0335 0.0107 -0.0227
-0.1026 -0.0265 0.0204
0.0042 0.0715 0.0345
-0.2408 0.1373 0.1138
0.0436 -0.0060 -0.0078
0.1047 0.0501 -0.1179
0.0258 -0.0701 0.0352
-0.2101 -0.0968 -0.6123
0.2667 0.1698 -0.8323
-0.3314 -0.0203 0.1645
-0.2866 -0.0825 0.4758
-0.1543 0.1077 -0.2068
-0.0062 -0.0386 0.0161
0.0027 0.1019 0.0105
0.0038 0.0157 -0.0225
0.0565 -0.0565 -0.0527
0.1215 0.0291 -0.0080
0.1962 0.1870 -0.2663
0.3217 -0.2038 0.0217
0.0432 -0.2367 0.0278
0.2621 -0.1844 -0.2205
-0.0455 0.0268 -0.0020
0.1092 -0.4868 -0.0040
0.0099 -0.0371 0.0024
-0.1745 -0.0082 -0.1089
-0.0316 -0.1484 -0.2150
-0.0224 0.1188 0.0132
0.1435 0.0586 -0.1305
-0.2423 0.4528 0.0887
0.2291 -0.2915 -0.8791
-0.2075 -0.6100 -0.6883
0.0616 -0.1289 0.0611
-0.0271 0.0109 0.0009
0.3152 -0.2274 -0.1504
-0.2872 0.2118 0.1468
-0.1105 0.0252 -0.9791
-0.0452 -0.1997 -0.0306
0.2263 -0.1478 0.1982
0.0804 0.0883 -0.1172
-0.0318 0.1372 -0.0801
-0.0254 0.1662 0.2337
0.0162 0.3433 1.0069
-0.0149 -0.0791 0.1162
0.1159 0.0446 -0.0113
0.0567 0.0703 0.1267
0.0260 -0.0619 0.0725
-0.0178 -0.0004 0.0425
-0.0205 0.0579 0.0605
0.1059 0.0193 0.0196
0.0891 0.0028 0.1413
-0.0004 -0.0090 0.0464
-0.0149 -0.0299 0.0285
-0.0523 -0.1261 0.0433
-0.0343 0.1355 0.1063
-0.2120 0.1342 0.0629

Here are the natural (NBO) charges for atoms 1 to 8, given in e: 0.4752 0.4626 0.4709 0.4923 -0.9476 0.4727 0.4785 0.2567